C68H187N17O17 | wB97M-V/def2-TZVPD

Summary:
* F_max: 4.02 eV Å⁻¹
* relative energy (zero: lowest compared OMol25 entry of this formula, charge and spin): 5.273 eV
* E_LUMO: 0.55 eV
* HOMO level: -8.54 eV
* Kohn-Sham gap: 9.087 eV
* charge: 0

Element x y z (Å)
1 C 1.10344 -5.70589 -0.75565
2 C 1.85165 -5.84171 -2.01681
3 C 1.58332 -4.59804 -2.88013
4 O 2.32184 -4.56294 -4.12774
5 C 1.73359 -5.43198 -5.22533
6 N 3.26301 -5.99330 -1.74945
7 H 0.02303 -5.44590 -0.98872
8 H 1.54725 -4.86364 -0.22776
9 H 1.14637 -6.68643 -0.19011
10 H 1.41487 -6.65897 -2.56616
11 H 1.98556 -3.78913 -2.31205
12 H 0.48765 -4.47696 -3.15423
13 H 1.32868 -4.83108 -5.98207
14 H 1.07385 -6.21207 -4.82111
15 H 2.67817 -5.87749 -5.62003
16 H 3.93262 -5.78386 -2.47085
17 H 3.49472 -6.87788 -1.38021
18 C -4.02532 3.87004 -7.42821
19 C -4.87781 2.77948 -6.81982
20 C -4.76470 2.82751 -5.28327
21 O -3.55227 2.12422 -4.92240
22 C -3.40138 1.81832 -3.51446
23 N -6.32431 2.93992 -7.13207
24 H -4.20826 3.94265 -8.47268
25 H -2.94809 3.60235 -7.31983
26 H -4.25776 4.88827 -6.99624
27 H -4.54154 1.74124 -7.11623
28 H -5.56970 2.39452 -4.68112
29 H -4.63075 3.86700 -5.02950
30 H -2.35902 1.91559 -3.18137
31 H -3.66521 0.82742 -3.34803
32 H -4.08830 2.45635 -2.93214
33 H -6.80383 3.19089 -6.30034
34 H -6.33587 3.49166 -7.91410
35 C 1.09556 -5.13071 3.47602
36 C 1.65658 -3.93361 4.22839
37 C 2.50681 -4.39617 5.35971
38 O 3.08826 -3.25246 5.96206
39 C 3.75649 -3.61962 7.20257
40 N 2.33421 -3.10921 3.26832
41 H 0.71782 -5.89285 4.14605
42 H 1.91075 -5.50772 2.93167
43 H 0.33921 -4.80441 2.74869
44 H 0.80623 -3.33967 4.58068
45 H 3.31296 -5.08083 4.97348
46 H 1.93322 -5.06101 6.05717
47 H 4.58510 -4.31354 7.01709
48 H 3.09167 -4.04367 7.96678
49 H 4.14687 -2.68259 7.57822
50 H 2.55182 -2.19664 3.63094
51 H 3.27741 -3.47300 2.93381
52 C 2.46726 1.08378 -3.34971
53 C 1.35368 0.44695 -4.24009
54 C 0.47951 1.45268 -4.90836
55 O 0.03716 2.32083 -3.87417
56 C -0.46063 3.63260 -4.31639
57 N 1.99254 -0.33360 -5.27330
58 H 2.09492 1.58128 -2.43161
59 H 3.01439 1.82049 -3.93926
60 H 3.21179 0.38336 -3.03088
61 H 0.76647 -0.18410 -3.56834
62 H -0.35381 1.04604 -5.43093
63 H 1.02966 2.02985 -5.67243
64 H 0.22081 4.16141 -4.99216
65 H -0.54813 4.27954 -3.41119
66 H -1.46749 3.45176 -4.70894
67 H 2.67082 -0.98044 -4.80323
68 H 1.32129 -0.95582 -5.70312
69 C 2.58918 -0.97919 0.57029
70 C 1.09292 -0.71018 0.89332
71 C 0.45232 -0.01816 -0.26002
72 O -0.94615 0.21319 0.10166
73 C -1.55648 0.86957 -1.04445
74 N 0.52409 -2.08678 1.13748
75 H 2.83525 -1.90980 1.05238
76 H 3.22040 -0.19300 0.90067
77 H 2.75206 -0.99151 -0.52897
78 H 0.99875 -0.01974 1.79797
79 H 0.56493 -0.50763 -1.22894
80 H 0.88796 1.01261 -0.32491
81 H -2.45504 1.29829 -0.58603
82 H -1.92941 0.06428 -1.79442
83 H -0.85592 1.48817 -1.53144
84 H 1.08048 -2.57082 1.84635
85 H -0.38715 -1.98153 1.59962
86 C -5.18737 0.11123 -0.22933
87 C -5.07526 -0.61680 1.09077
88 C -5.93933 -1.83525 1.14502
89 O -7.31827 -1.54540 0.99119
90 C -7.80564 -0.90738 2.14955
91 N -3.66935 -1.01425 1.48387
92 H -4.61098 -0.29802 -1.08119
93 H -4.69876 1.10710 -0.17517
94 H -6.19867 0.31321 -0.59049
95 H -5.46535 0.10856 1.81626
96 H -5.75633 -2.35737 2.08379
97 H -5.62748 -2.46687 0.31803
98 H -7.55994 -1.48706 3.03612
99 H -8.89363 -0.90304 2.11393
100 H -7.43079 0.13759 2.27115
101 H -3.11698 -1.16746 0.63030
102 H -3.25863 -0.28591 1.95485
103 C -0.37311 3.82162 0.76360
104 C 0.23403 3.08850 2.02748
105 C 1.70835 3.16393 2.01946
106 O 2.16212 2.55619 0.83038
107 C 3.54321 2.62801 0.72372
108 N -0.41099 3.56129 3.22482
109 H -1.40633 3.47056 0.75552
110 H 0.11121 3.61206 -0.12314
111 H -0.49912 4.90685 0.82328
112 H -0.01476 2.00923 1.91951
113 H 2.06388 2.61296 2.88105
114 H 2.10814 4.20508 2.13056
115 H 3.92543 3.53685 1.23423
116 H 3.90444 2.58133 -0.31632
117 H 3.89905 1.74934 1.25778
118 H -0.14875 4.49603 3.41957
119 H -0.24240 2.98077 4.06247
120 C 5.83006 -0.95973 4.84283
121 C 6.96456 -0.07729 4.24780
122 C 6.73898 0.18273 2.73944
123 O 6.25390 -0.86611 1.86600
124 C 6.53983 -0.64608 0.48423
125 N 7.06841 1.16474 4.96229
126 H 6.07286 -1.15376 5.87728
127 H 5.59899 -1.89506 4.37074
128 H 4.97647 -0.31207 4.81285
129 H 7.85755 -0.65084 4.34253
130 H 7.76304 0.39652 2.38390
131 H 6.11131 1.07608 2.46794
132 H 7.58253 -0.42004 0.35326
133 H 5.92868 0.30944 0.12225
134 H 6.18043 -1.51590 -0.20184
135 H 7.97255 1.59057 5.04432
136 H 6.73825 1.05007 5.94587
137 C -1.71266 -0.20453 6.41236
138 C -0.86541 0.35887 5.31332
139 C 0.57803 0.13555 5.56805
140 O 1.35425 0.71946 4.52515
141 C 2.74953 0.33732 4.63398
142 N -1.35017 -0.16310 4.03647
143 H -2.73016 0.08786 6.16269
144 H -1.47881 0.17983 7.42050
145 H -1.68782 -1.32156 6.38594
146 H -1.12642 1.45803 5.17807
147 H 0.79645 -0.98246 5.52242
148 H 0.88879 0.51639 6.61899
149 H 2.87841 -0.74796 4.75298
150 H 3.13415 0.79332 5.57174
151 H 3.22170 0.72607 3.69442
152 H -0.81959 0.22872 3.24285
153 H -1.44048 -1.20436 3.99292
154 C 5.93784 -3.98347 -3.73627
155 C 5.44892 -2.49293 -3.58854
156 C 6.56790 -1.48734 -3.63488
157 O 7.38477 -1.66294 -2.48854
158 C 8.61387 -1.11257 -2.63403
159 N 4.37149 -1.99340 -4.43299
160 H 6.49691 -4.08780 -4.65271
161 H 5.02811 -4.58862 -3.83740
162 H 6.59406 -4.24810 -2.83790
163 H 5.03367 -2.44787 -2.58241
164 H 6.29481 -0.44773 -3.70140
165 H 7.16899 -1.68224 -4.53283
166 H 9.27631 -1.28010 -1.73573
167 H 8.49215 -0.05100 -2.85204
168 H 9.12578 -1.46059 -3.57091
169 H 3.69346 -2.71710 -4.68316
170 H 4.70473 -1.75618 -5.34479
171 C -8.81069 2.47883 -0.97438
172 C -7.83632 2.96605 -1.93025
173 C -8.39661 3.88645 -2.98993
174 O -8.67152 5.09750 -2.26108
175 C -8.98617 6.18807 -3.09020
176 N -6.64230 3.64277 -1.28026
177 H -9.17667 3.25108 -0.25713
178 H -8.40323 1.72790 -0.21751
179 H -9.64997 1.95678 -1.44872
180 H -7.39563 2.07950 -2.47197
181 H -9.23738 3.54679 -3.49786
182 H -7.61986 4.10074 -3.70205
183 H -9.94606 6.19023 -3.61899
184 H -8.30845 6.36306 -3.90594
185 H -8.86877 7.01411 -2.39013
186 H -6.97649 4.42648 -0.79601
187 H -6.36022 3.09169 -0.52161
188 C -4.37558 6.30049 -3.37406
189 C -3.34158 5.85726 -2.38417
190 C -2.16020 6.85666 -2.25666
191 O -1.19500 6.22602 -1.49599
192 C -0.15367 7.14927 -1.13992
193 N -4.00071 5.74714 -1.12342
194 H -5.29050 5.66866 -3.41796
195 H -4.02116 6.34905 -4.40557
196 H -4.75291 7.24145 -3.09217
197 H -2.76638 4.93896 -2.68979
198 H -2.52515 7.82008 -1.77102
199 H -1.83933 7.14493 -3.27170
200 H 0.44140 6.71810 -0.30122
201 H -0.54699 8.15010 -0.96866
202 H 0.41913 7.32646 -2.07317
203 H -4.73458 5.04472 -1.18214
204 H -3.35174 5.36611 -0.50229
205 C 7.91854 -4.67697 0.81614
206 C 6.87013 -4.70827 1.95954
207 C 7.41936 -4.39117 3.39432
208 O 8.55918 -5.20457 3.68354
209 C 8.39368 -6.16961 4.70771
210 N 5.68914 -3.86899 1.84610
211 H 8.71080 -5.46818 0.90198
212 H 8.42609 -3.71050 0.57597
213 H 7.40923 -5.03901 -0.07075
214 H 6.56691 -5.79026 1.98002
215 H 6.63636 -4.54532 4.14767
216 H 7.81347 -3.37396 3.42411
217 H 9.12691 -6.96337 4.63407
218 H 7.40493 -6.61427 4.56434
219 H 8.47508 -5.63470 5.67558
220 H 5.94267 -2.92337 1.69344
221 H 5.02210 -4.19772 1.17470
222 C -2.12747 -2.65307 -3.11099
223 C -2.75579 -3.18231 -1.76584
224 C -3.86944 -4.16358 -1.96468
225 O -4.70675 -3.55514 -2.90841
226 C -5.75057 -4.40907 -3.43225
227 N -1.78694 -3.75918 -0.85601
228 H -1.69681 -3.46192 -3.65190
229 H -1.51038 -1.79136 -2.94314
230 H -2.98061 -2.29554 -3.67658
231 H -3.26821 -2.33012 -1.27683
232 H -4.47406 -4.28841 -1.08889
233 H -3.50154 -5.17869 -2.30602
234 H -6.49048 -3.79508 -3.89698
235 H -6.22899 -4.99030 -2.67307
236 H -5.37259 -5.05776 -4.23455
237 H -1.07265 -3.07753 -0.57934
238 H -1.34229 -4.48242 -1.38798
239 C 5.13047 6.07634 -0.94020
240 C 5.59420 5.74995 -2.38055
241 C 5.17305 4.37483 -2.81746
242 O 5.89616 3.43486 -2.00233
243 C 5.55769 2.03757 -2.19081
244 N 5.17867 6.58199 -3.48555
245 H 5.60589 5.39485 -0.23305
246 H 4.04462 5.89500 -0.84650
247 H 5.38642 7.09997 -0.64387
248 H 6.68980 5.72601 -2.38172
249 H 5.31157 4.24853 -3.87544
250 H 4.07934 4.25274 -2.72181
251 H 4.54327 1.78423 -1.89781
252 H 6.24826 1.45030 -1.58570
253 H 5.80400 1.82841 -3.19753
254 H 4.58642 6.05881 -4.11361
255 H 4.61278 7.35347 -3.26202
256 C -4.83420 2.86556 4.26118
257 C -4.55211 2.89266 2.77665
258 C -4.77081 4.23955 2.00232
259 O -6.14026 4.53442 2.14704
260 C -6.39484 5.95609 2.04927
261 N -3.26914 2.45548 2.30774
262 H -4.87206 1.82015 4.57899
263 H -5.80640 3.28868 4.48778
264 H -3.97819 3.29944 4.77203
265 H -5.37915 2.19209 2.35510
266 H -4.46079 4.09453 0.99474
267 H -4.20249 5.06087 2.43166
268 H -7.48542 6.11857 2.05988
269 H -5.94516 6.40297 1.15286
270 H -6.03974 6.53184 2.96801
271 H -3.03459 1.65041 2.81001
272 H -2.52477 3.08529 2.59664
273 C -2.86641 -4.37719 5.37461
274 C -2.72800 -4.51366 3.81664
275 C -4.07456 -4.76032 3.22199
276 O -4.79214 -5.91306 3.53258
277 C -4.25372 -6.94081 2.76339
278 N -2.20148 -3.28635 3.21503
279 H -1.93852 -4.22027 5.93839
280 H -3.38664 -5.20300 5.75833
281 H -3.42769 -3.42985 5.47057
282 H -2.06948 -5.43163 3.62561
283 H -4.10192 -4.57617 2.14967
284 H -4.75948 -3.94562 3.62019
285 H -3.23223 -7.25521 2.97765
286 H -4.30234 -6.60430 1.71529
287 H -4.95442 -7.80289 2.89834
288 H -2.87429 -2.52023 3.31936
289 H -1.93537 -3.19880 2.23684

Results of the Löwdin charge analysis, in e, for atoms 1 through 4: number 1, C, carries -0.07; number 2, C, carries -0.49; number 3, C, carries -0.17; number 4, O, carries -0.25